73
Properties=species:S:1:pos:R:3:forces:R:3 method="wB97M-V/def2-TZVPD" homo_energy_ev=-15.631 lumo_energy_ev=-9.15 homo_lumo_gap_ha=0.238 molar_mass_g_mol=550.40 total_charge=+3 energy_ev=-146712.07609
Se -1.768 -1.421 2.103 -0.2 0.4 -1.3
Sc -0.761 -0.365 -0.236 0.0 -0.8 3.8
P 0.975 -3.531 -0.160 -0.6 0.0 0.6
P -0.376 2.338 0.063 -0.8 1.3 0.4
P 1.187 0.404 2.463 0.5 0.1 0.6
P 1.860 0.241 -2.379 -0.5 -0.6 0.9
O 0.321 -2.102 -0.245 0.2 -0.1 -0.7
C 3.051 0.633 -1.098 0.2 0.1 0.0
C -1.479 3.189 -1.112 0.0 0.1 -0.3
C 1.312 1.570 -3.447 -0.2 0.3 -0.2
C -4.965 1.381 1.861 0.6 -0.2 -0.7
C -4.042 1.028 -0.353 0.0 -0.1 -0.4
C -4.068 0.446 2.388 0.2 0.2 -0.4
C -3.194 -0.274 1.539 -0.2 0.4 -0.1
C 0.332 0.551 4.094 -0.3 0.0 -0.3
C -3.237 -0.021 0.145 -0.3 0.6 0.6
C 2.207 -1.259 -3.309 0.0 -0.1 -0.2
C -1.208 2.871 1.647 0.2 -0.3 0.0
C 0.570 -4.443 -1.655 -0.1 0.0 -0.2
C -1.373 -0.415 -2.970 -0.6 -0.8 -0.8
C 2.732 -3.264 0.025 0.3 -0.1 0.0
C 0.351 -4.437 1.281 -0.1 0.0 0.1
C 2.525 1.665 2.703 -0.2 0.1 -0.2
C -4.917 1.705 0.499 0.6 -0.3 -0.7
C -2.674 -0.773 -2.965 0.2 -0.3 -0.5
C 1.048 3.512 -0.082 0.3 -0.2 0.0
C 2.276 -1.042 2.759 -0.1 -0.1 -0.2
H -3.984 1.335 -1.417 -0.3 -0.5 0.7
H 2.800 -0.962 3.721 -0.2 0.0 -0.2
H 1.538 3.387 -1.060 -0.1 0.1 0.3
H 3.186 1.353 3.527 -0.3 0.2 -0.2
H 3.126 1.740 1.788 0.0 0.1 0.2
H -4.035 0.348 3.467 0.1 -0.4 -0.1
H 0.538 1.179 -4.120 0.4 0.2 0.2
H 2.126 1.951 -4.077 0.1 -0.2 0.2
H 0.576 -5.522 1.241 0.1 0.6 -0.2
H 1.792 3.381 0.721 -0.3 0.0 -0.4
H 3.056 -2.560 -0.749 0.1 -0.2 0.2
H -0.523 -4.413 -1.747 0.2 0.0 -0.1
H -3.171 -1.292 -2.149 0.3 -0.5 -0.5
H -1.663 3.868 1.496 0.3 -0.5 0.0
H 0.745 -0.233 -1.571 1.6 0.8 -1.2
H -2.013 2.154 1.890 0.4 0.3 0.0
H -5.525 2.478 0.040 -0.1 -0.1 0.4
H 1.052 0.419 4.917 -0.2 0.1 -0.3
H -1.017 0.183 -3.827 -0.1 -0.7 0.6
H -1.092 3.060 -2.127 -0.2 0.1 0.0
H 1.699 -1.972 2.724 0.2 0.1 0.1
H 1.021 -3.962 -2.534 -0.1 -0.1 0.2
H 2.889 -2.814 1.009 0.0 -0.1 -0.2
H 2.757 1.549 -0.575 0.0 -0.1 -0.2
H 0.794 -4.025 2.212 -0.4 -0.2 -0.6
H 4.055 0.764 -1.517 -0.1 -0.1 0.1
H 3.029 -1.033 1.960 0.0 -0.1 0.2
H 1.249 -1.660 -3.666 0.2 0.2 -0.1
H -0.631 -1.093 -2.486 -0.6 0.6 0.1
H -0.134 1.544 4.157 0.2 -0.3 0.1
H 0.881 -5.499 -1.656 0.0 0.4 0.3
H -2.749 -0.755 -0.528 -0.9 0.2 0.3
H -2.510 2.831 -1.064 0.3 0.0 0.0
H 2.688 -2.032 -2.702 0.0 0.3 0.0
H 2.101 2.651 2.931 0.2 -0.2 0.0
H 0.683 4.555 -0.058 0.0 -0.5 0.1
H -3.305 -0.652 -3.854 0.0 0.9 0.5
H 3.346 -4.173 -0.035 -0.3 0.1 -0.1
H -5.660 1.923 2.485 0.0 -0.1 0.3
H -0.751 -4.337 1.305 0.5 0.1 0.1
H 0.895 2.421 -2.884 0.2 -0.4 -0.1
H 3.027 -0.179 -0.354 0.1 0.1 -0.4
H -0.489 2.917 2.485 -0.4 0.0 -0.4
H -0.469 -0.202 4.157 0.4 0.3 0.1
H 2.852 -1.062 -4.173 -0.1 0.1 0.1
H -1.463 4.251 -0.861 -0.1 0.0 -0.2

***

85
Properties=species:S:1:pos:R:3:forces:R:3 method="wB97M-V/def2-TZVPD" homo_energy_ev=-9.773 lumo_energy_ev=-3.60 homo_lumo_gap_ha=0.227 molar_mass_g_mol=664.81 total_charge=+1 energy_ev=-109147.95736
S 3.759 -1.779 -0.230 0.6 -0.1 -0.2
S -2.790 0.223 2.549 0.1 0.0 0.0
S 0.750 4.842 -4.073 -0.1 -0.1 0.1
S 3.104 5.237 0.693 -0.1 0.0 0.0
S -4.188 -7.602 -0.620 -0.1 0.0 0.0
S -3.005 7.054 -5.345 -0.1 0.0 0.0
O 1.747 4.027 -3.312 0.1 0.0 0.0
O 1.493 -5.266 1.331 0.1 -0.3 0.2
O 2.330 -1.379 -0.043 0.6 0.2 -1.1
O 1.871 0.945 5.032 0.0 0.3 -0.2
O 3.800 6.549 0.673 0.0 0.0 0.0
O 2.525 1.450 2.960 0.1 0.0 0.2
O -1.673 6.922 -4.695 0.1 0.0 -0.1
O -2.067 -0.923 3.192 0.0 0.1 0.0
O -3.563 -6.266 -0.397 0.1 0.0 0.0
O -0.690 -5.043 2.340 -0.1 0.1 -0.3
N 0.958 -3.205 2.417 -0.2 0.3 -0.4
C 4.747 -0.560 0.635 0.0 0.1 0.0
C 0.878 -2.160 1.584 -0.5 -0.7 0.3
C 2.066 0.662 3.732 -0.1 -0.3 0.0
C -3.099 -4.647 2.440 0.1 0.0 0.0
C -4.173 0.660 3.602 0.0 -0.1 0.1
C 3.976 -3.118 0.937 0.1 0.0 0.2
C 1.509 6.433 -4.383 0.0 0.1 0.0
C 1.801 -1.838 4.143 -0.1 -0.1 -0.1
C 0.823 4.259 -5.770 0.0 0.0 -0.1
C 1.699 -0.733 3.292 -0.2 0.2 0.0
C 3.613 4.345 -0.774 0.1 0.0 0.0
C -2.953 6.052 -6.835 0.0 0.0 0.0
C 1.423 -3.066 3.670 0.3 0.3 0.6
C 3.984 4.198 1.865 0.1 0.0 0.0
C -4.120 5.982 -4.433 -0.1 0.0 0.0
C -3.744 -8.100 -2.284 0.0 0.0 0.0
C -1.815 1.688 2.910 0.0 0.0 0.0
C 1.255 -0.902 2.001 -0.4 0.6 0.7
C -1.745 -4.021 2.296 -0.3 0.1 0.2
C -3.155 -8.799 0.230 0.0 0.0 0.0
B 0.523 -4.619 2.004 0.1 0.1 -0.2
H 3.828 4.610 2.860 0.0 0.0 0.0
H 5.786 -0.888 0.655 0.0 0.0 0.0
H 3.582 3.189 1.821 0.0 0.0 0.0
H 4.360 -0.431 1.646 0.0 0.0 0.0
H 1.180 -0.068 1.324 0.0 0.0 0.1
H 0.215 4.914 -6.394 0.0 0.0 0.0
H 1.470 -3.954 4.281 0.0 -0.1 0.0
H 0.422 3.248 -5.789 0.0 0.0 0.0
H -3.946 6.014 -7.281 0.0 0.0 0.0
H -4.245 6.412 -3.443 0.0 0.0 0.0
H -3.298 -5.324 1.614 -0.1 -0.1 0.0
H -0.867 1.601 2.381 0.0 0.0 0.0
H -3.202 -5.156 3.396 0.0 -0.1 0.1
H 1.273 -6.175 1.098 -0.1 0.0 -0.1
H -2.666 -8.012 -2.412 0.0 0.0 0.0
H -4.905 -0.144 3.549 0.0 0.0 0.0
H 4.668 0.375 0.085 0.0 0.0 0.0
H 5.048 4.206 1.625 0.0 0.1 0.0
H -2.119 -8.663 -0.079 0.0 0.0 0.0
H -3.830 0.784 4.628 0.0 0.0 0.0
H 3.590 -2.776 1.900 0.1 -0.1 0.0
H -1.688 -3.514 1.333 0.1 0.0 -0.1
H -2.341 2.573 2.555 0.0 0.0 0.0
H 3.378 -3.949 0.575 0.0 -0.1 0.0
H -1.569 -3.269 3.061 0.1 -0.1 0.2
H -5.082 5.944 -4.944 0.0 0.0 0.0
H 5.017 -3.422 1.034 0.0 0.1 -0.1
H 1.592 6.947 -3.428 0.0 0.0 0.0
H -1.645 1.748 3.985 0.0 0.0 0.0
H -3.500 -9.805 -0.006 0.0 0.0 0.0
H -4.614 1.582 3.225 0.0 0.0 0.0
H 2.171 -1.741 5.151 0.1 0.0 0.1
H -3.679 4.988 -4.356 0.0 0.0 0.0
H -2.261 6.529 -7.526 0.0 0.0 0.0
H 0.863 7.004 -5.047 0.0 0.0 0.0
H -4.257 -7.433 -2.972 0.0 0.0 0.0
H -3.255 -8.619 1.298 0.0 0.0 0.0
H 2.498 6.279 -4.815 0.0 0.0 0.0
H 1.859 4.255 -6.107 0.0 0.0 0.0
H -3.827 -3.837 2.410 -0.1 0.0 0.0
H -2.603 5.050 -6.584 0.0 0.0 0.0
H -4.073 -9.125 -2.452 0.0 0.0 0.0
H 1.193 0.384 5.427 0.0 -0.2 0.0
H 4.702 4.332 -0.822 0.0 0.0 0.0
H 0.512 -2.345 0.588 -0.2 0.0 0.1
H 3.210 3.333 -0.742 0.0 0.0 0.0
H 3.201 4.852 -1.641 -0.1 0.0 0.0